No. 1
DFT (wB97M-V/def2-TZVPD) results for a 6-piece molecular cluster, C28H68BrN5O11S overall.

Its HOMO-LUMO gap is 8.43 eV. The calculation puts the LUMO energy at -0.306 eV. Its energy above the lowest of the compared OMol25 structures with the same formula, charge and spin is 137.63 kcal per mole. For the HOMO energy, the calculation gives -8.741 eV.

ORCA input file:
```
! wB97M-V def2-TZVPD RIJCOSX def2/J DEFGRID3
* xyz 0 1
C -2.05 -1.09 -4.06
C -0.82 -0.49 -3.11
Br -1.69 0.69 -1.74
C 0.22 0.27 -4.12
C 1.51 0.98 -3.39
C 2.73 0.07 -2.77
C 2.42 -1.53 -2.64
C 3.83 -2.42 -2.69
O 5.06 -1.89 -2.63
O 3.65 -3.88 -2.87
C 2.19 1.79 -4.69
O 2.58 3.19 -4.35
S 2.43 3.40 -2.64
O 1.60 4.64 -2.19
O 3.72 3.04 -1.84
O 1.30 2.09 -2.44
H -1.70 -2.04 -4.69
H -2.47 -0.24 -4.78
H -2.91 -1.46 -3.33
H -0.38 -1.43 -2.55
H -0.39 1.13 -4.66
H 0.52 -0.48 -4.99
H 3.77 0.28 -3.32
H 2.90 0.47 -1.66
H 1.99 -1.71 -1.55
H 1.74 -1.98 -3.49
H 2.85 -3.97 -3.50
H 3.20 1.37 -5.12
H 1.54 1.87 -5.67
C -4.82 -0.77 3.31
O -3.99 -0.09 2.38
C -2.63 -0.52 2.39
C -2.35 -1.79 1.56
C -2.80 -3.08 2.25
N -2.98 -1.71 0.23
H -4.29 -1.03 4.23
H -5.25 -1.66 2.85
H -5.66 -0.11 3.57
H -2.06 0.31 1.94
H -2.26 -0.62 3.42
H -1.27 -1.87 1.42
H -3.89 -3.21 2.22
H -2.36 -3.95 1.75
H -2.49 -3.10 3.29
H -2.61 -0.90 -0.26
H -3.97 -1.47 0.38
C 1.30 9.54 -3.47
O 1.67 10.37 -2.37
C 1.77 9.68 -1.12
C 3.11 8.95 -0.90
C 3.23 7.64 -1.68
N 4.26 9.80 -1.24
H 0.60 8.75 -3.17
H 2.19 9.11 -3.93
H 0.81 10.17 -4.21
H 1.68 10.46 -0.35
H 0.92 9.01 -0.98
H 3.18 8.69 0.16
H 3.41 7.79 -2.74
H 4.06 7.04 -1.29
H 2.31 7.04 -1.57
H 4.23 10.64 -0.66
H 4.09 10.17 -2.19
C -0.80 -5.00 5.24
O -2.07 -5.50 4.84
C -2.61 -6.49 5.72
C -3.34 -5.91 6.96
C -2.39 -5.41 8.04
N -4.25 -4.82 6.58
H -0.19 -5.77 5.72
H -0.93 -4.14 5.90
H -0.28 -4.65 4.34
H -3.35 -7.04 5.12
H -1.85 -7.22 6.01
H -3.93 -6.72 7.40
H -1.92 -4.45 7.79
H -2.93 -5.26 8.98
H -1.59 -6.14 8.23
H -4.94 -5.19 5.93
H -3.72 -4.15 6.02
C 7.40 7.18 -3.39
O 6.32 6.26 -3.52
C 6.68 5.01 -4.12
C 7.32 3.99 -3.15
C 8.77 4.30 -2.81
N 6.55 3.90 -1.89
H 8.10 7.11 -4.23
H 7.91 7.03 -2.45
H 6.98 8.19 -3.38
H 5.74 4.58 -4.49
H 7.31 5.17 -5.00
H 7.30 3.01 -3.64
H 8.88 5.13 -2.11
H 9.25 3.43 -2.34
H 9.34 4.54 -3.72
H 5.60 3.60 -2.12
H 6.43 4.85 -1.54
C -6.59 -9.31 2.24
O -5.49 -8.44 2.02
C -5.81 -7.27 1.25
C -6.43 -6.12 2.08
C -7.90 -6.35 2.42
N -5.68 -5.88 3.32
H -7.28 -9.34 1.39
H -7.11 -9.03 3.15
H -6.19 -10.32 2.39
H -4.85 -6.92 0.85
H -6.43 -7.53 0.39
H -6.38 -5.22 1.46
H -8.04 -7.08 3.22
H -8.36 -5.42 2.76
H -8.46 -6.69 1.54
H -4.72 -5.64 3.08
H -5.59 -6.78 3.80
*
```

No. 2
DFT (wB97M-V/def2-TZVPD) results for C25H33HfI2N3OPS3 as an isolated structure.

Its HOMO-LUMO gap is 6.99 eV. The calculation puts the LUMO energy at -9.082 eV. For the HOMO energy, the calculation gives -16.074 eV.

ORCA input file:
```
! wB97M-V def2-TZVPD RIJCOSX def2/J DEFGRID3
* xyz 3 1
Hf -0.81 0.83 0.52
C -3.84 1.35 1.35
C -3.10 0.72 2.51
N -1.69 1.19 2.63
C -1.48 2.61 3.05
C -1.68 3.61 1.92
N -1.08 3.15 0.63
C -1.89 3.53 -0.56
C -3.13 2.62 -0.71
N -3.03 1.34 0.07
H -4.77 0.82 1.19
H -4.09 2.39 1.57
H -3.66 0.93 3.43
H -3.06 -0.37 2.39
H -1.24 0.61 3.33
H -2.13 2.88 3.88
H -0.45 2.67 3.41
H -2.74 3.80 1.75
H -1.25 4.57 2.22
H -0.16 3.59 0.53
H -2.22 4.57 -0.49
H -1.25 3.44 -1.43
H -4.04 3.14 -0.41
H -3.26 2.37 -1.76
H -3.45 0.61 -0.51
I -4.30 -2.06 -0.35
I -6.14 -3.78 -1.19
S 1.58 1.10 1.21
P 1.95 0.82 -0.82
S 0.13 0.67 -1.79
C 2.85 2.22 -1.46
C 4.16 2.38 -1.00
C 4.91 3.45 -1.46
C 4.35 4.35 -2.36
C 3.05 4.18 -2.82
C 2.29 3.12 -2.37
C 2.88 -0.70 -1.03
C 2.88 -1.31 -2.28
C 3.66 -2.43 -2.48
C 4.44 -2.94 -1.45
C 4.45 -2.32 -0.20
C 3.66 -1.19 0.01
H 4.59 1.68 -0.30
H 5.92 3.58 -1.11
H 4.95 5.18 -2.72
H 2.64 4.87 -3.54
H 1.29 2.97 -2.75
H 2.29 -0.91 -3.10
H 3.68 -2.91 -3.46
H 5.06 -3.81 -1.61
H 5.07 -2.70 0.59
H 3.68 -0.70 0.98
C 0.87 -2.73 2.06
S 0.11 -2.35 0.49
O -0.90 -1.18 0.90
C -0.90 -3.75 0.19
C -1.69 -4.34 1.17
C -2.45 -5.44 0.83
C -2.42 -5.93 -0.47
C -1.64 -5.33 -1.45
C -0.87 -4.23 -1.12
H 0.11 -2.95 2.81
H 1.47 -1.87 2.34
H 1.51 -3.60 1.90
H -1.72 -3.95 2.18
H -3.07 -5.92 1.58
H -3.02 -6.80 -0.73
H -1.62 -5.72 -2.45
H -0.24 -3.74 -1.86
*
```

No. 3
DFT (wB97M-V/def2-TZVPD) results for a 2-piece molecular cluster, C2H4Cl2N2 overall.

Its HOMO-LUMO gap is 9.37 eV. The calculation puts the LUMO energy at 0.684 eV. Its energy above the lowest of the compared OMol25 structures with the same formula, charge and spin is 55.53 kcal per mole. For the HOMO energy, the calculation gives -8.689 eV.

ORCA input file:
```
! wB97M-V def2-TZVPD RIJCOSX def2/J DEFGRID3
* xyz 0 1
C 1.44 -0.17 -0.88
C -2.03 -0.82 1.64
N 0.43 0.54 -0.63
N -0.36 1.32 -0.36
Cl -0.83 -1.91 0.71
Cl -1.44 -0.55 3.21
H 1.85 -0.94 -0.27
H -2.99 -1.40 1.58
H 2.14 0.01 -1.69
H -1.85 0.10 1.05
*
```